No. 1
Here is a cluster of 2 separate species, C11H12NO2 in total in a non-equilibrium geometry from OMol25. Energies are from ωB97M-V with the def2-TZVPD basis set.

ORCA input file:
```
! wB97M-V def2-TZVPD RIJCOSX def2/J DEFGRID3
* xyz -1 1
C 2.5615 -0.7627 -2.4435
C 0.4972 0.2675 -1.3657
C 0.5853 -0.5809 0.6648
C 1.6066 -0.5028 -1.3634
C 1.7624 -0.9853 0.0056
C 0.5425 -0.8595 2.0448
C 1.4995 -1.6417 2.5931
C 2.8129 -1.6560 0.6044
C 2.6653 -2.1159 1.9352
N -0.1813 0.2059 -0.1510
H -1.1632 0.5019 -0.0221
H 0.0403 0.8291 -2.1656
H -0.1833 -0.3228 2.6498
H 3.5939 -0.4883 -2.1791
H 2.3100 -0.3193 -3.4086
H 1.5672 -1.8267 3.6671
H 3.7850 -1.7923 0.1509
H 3.4206 -2.7593 2.3433
H 2.7464 -1.8168 -2.7209
C -2.6868 3.0282 -0.7001
C -3.3788 1.7202 -0.3454
O -2.8091 0.6527 -0.7300
O -4.4980 1.8568 0.1945
H -2.6808 3.6570 0.2044
H -3.3390 3.5983 -1.3700
H -1.6764 3.0211 -1.1056
*
```

Values from the calculation:
**M**: 190.22 g mol⁻¹
**F_max**: 0.0614 Eh/bohr
**E**: -17188.627 eV
**ΔE to the lowest compared entry with this formula, charge and spin**: 17.2 kcal per mole

---

No. 2
Here is a cluster of 2 separate species, C4H14N2O2 in total in a non-equilibrium geometry from OMol25. Energies are from ωB97M-V with the def2-TZVPD basis set.

ORCA input file:
```
! wB97M-V def2-TZVPD RIJCOSX def2/J DEFGRID3
* xyz 0 1
C 1.1350 -2.3724 0.4854
C 1.1291 -0.9073 0.1064
O 1.7639 -0.7789 -1.1740
C -0.2761 -0.2585 0.0463
N -0.1551 1.1086 -0.5201
C -1.3153 -1.0584 -0.7379
N -2.6090 -0.3281 -0.7537
H 0.9570 -2.5947 1.5385
H 0.3863 -2.9580 -0.0484
H 2.1340 -2.7591 0.2703
H 1.7378 -0.2764 0.7532
H 1.4136 -1.4291 -1.7895
H -0.7092 -0.0962 1.0265
H -0.9512 1.2474 -1.1337
H 0.6684 1.1836 -1.1034
H -1.4483 -2.0606 -0.3464
H -0.9755 -1.0631 -1.7794
H -2.7397 0.1907 0.0793
H -3.3457 -1.0187 -0.7109
O 0.4343 3.9838 2.3148
H 0.0571 4.5928 1.6753
H 0.2095 3.1309 1.9174
*
```

Values from the calculation:
**M**: 122.17 g mol⁻¹
**F_max**: 0.0246 Eh/bohr
**E**: -11449.894 eV
**ΔE to the lowest compared entry with this formula, charge and spin**: 18.4 kcal per mole

---

No. 3
Here is a cluster of 2 separate species, C2H4N6O3S in total in a non-equilibrium geometry from OMol25. Energies are from ωB97M-V with the def2-TZVPD basis set.

ORCA input file:
```
! wB97M-V def2-TZVPD RIJCOSX def2/J DEFGRID3
* xyz 0 1
C -1.7551 -0.9648 1.4540
C 0.5905 -0.0031 -1.8651
N -1.6457 -1.2591 0.3353
N -0.5169 -0.6785 -2.0764
N -0.3508 1.3993 1.3071
N 0.7036 0.3029 -0.3746
N -0.2865 0.9971 0.0938
N 1.8029 -0.2246 0.3346
O 1.4379 0.4164 -2.5826
O 2.4572 -1.0236 -0.2572
O 1.9475 0.1794 1.4644
S -1.7051 -0.2984 2.9174
H -1.1026 -0.9938 -1.2838
H -0.7423 -0.9408 -3.0228
H 0.3441 1.1602 2.0195
H -1.1787 1.9313 1.5364
*
```

Values from the calculation:
**M**: 192.16 g mol⁻¹
**F_max**: 0.0385 Eh/bohr
**E**: -28051.281 eV

---

No. 4
Here is a structure of composition C19H24CoN4S5Si in a non-equilibrium geometry from OMol25. Energies are from ωB97M-V with the def2-TZVPD basis set.

ORCA input file:
```
! wB97M-V def2-TZVPD RIJCOSX def2/J DEFGRID3
* xyz -1 1
Co -0.5100 -0.3632 0.7562
S -0.4610 -1.1078 2.8800
S -0.8394 0.3755 4.2261
S -1.6175 1.9988 3.1029
S -0.8577 1.8362 1.2396
N 0.2674 0.3487 -1.0614
C 1.1623 -0.6119 -1.7424
C 0.8421 -2.0070 -1.2422
N 0.7552 -1.9201 0.2247
H -0.4582 0.6924 -1.6779
H 0.8033 1.1474 -0.7184
H 2.1844 -0.3599 -1.4577
H 1.0696 -0.5605 -2.8288
H 1.6072 -2.7132 -1.5778
H -0.1239 -2.3371 -1.6218
H 1.6323 -1.5385 0.6049
H 0.6133 -2.8295 0.6481
C -5.5433 2.6949 0.2367
C -5.6657 1.7070 1.2002
C -4.8209 0.6042 1.1772
C -3.8365 0.4621 0.1998
C -3.7220 1.4802 -0.7510
C -4.5668 2.5765 -0.7450
Si -2.6419 -0.9938 0.3289
C -2.5668 -1.9778 -1.2922
C -2.4777 -1.3934 -2.5589
C -2.2969 -2.1605 -3.7015
C -2.2011 -3.5423 -3.6042
C -2.2949 -4.1470 -2.3581
C -2.4703 -3.3706 -1.2208
H -6.1933 3.5609 0.2561
H -6.4148 1.7980 1.9772
H -4.9224 -0.1575 1.9422
H -2.9407 1.4364 -1.5015
H -4.4523 3.3529 -1.4918
H -3.3796 -1.9235 1.2247
H -2.5569 -0.3174 -2.6626
H -2.2294 -1.6815 -4.6710
H -2.0540 -4.1430 -4.4930
H -2.2308 -5.2252 -2.2741
H -2.5311 -3.8544 -0.2512
C 6.3057 2.8613 3.7196
C 6.0886 2.1532 2.4110
C 7.0961 2.0459 1.4595
C 6.7503 1.3854 0.2919
N 5.5544 0.8733 0.0651
C 4.6249 1.0106 1.0492
S 3.0539 0.3558 0.8019
N 4.8811 1.6468 2.2151
H 7.3410 3.1820 3.8376
H 6.0313 2.2024 4.5433
H 5.6517 3.7327 3.7739
H 8.0848 2.4541 1.6207
H 7.4767 1.2610 -0.5090
*
```

Values from the calculation:
**M**: 555.78 g mol⁻¹
**F_max**: 0.0269 Eh/bohr
**E**: -125737.073 eV
**ΔE to the lowest compared entry with this formula, charge and spin**: 20.0 kcal per mole

---

No. 5
Here is a structure of composition C2H6InN2O4 in a non-equilibrium geometry from OMol25. Energies are from ωB97M-V with the def2-TZVPD basis set.

ORCA input file:
```
! wB97M-V def2-TZVPD RIJCOSX def2/J DEFGRID3
* xyz 4 2
In -1.5612 -3.4411 0.4135
C 1.4802 0.4848 1.6621
N 0.3476 -0.3451 2.2134
O -0.0629 -0.1794 3.3668
O -0.2594 -1.0436 1.3778
H 2.4607 0.0189 1.7598
H 1.5707 1.4426 2.1745
H 1.2978 0.7918 0.6323
C -0.2355 0.3556 -2.3624
N -1.4036 0.2933 -1.3712
O -1.8468 -0.8369 -1.0180
O -1.7880 1.3822 -1.0745
H -0.2932 1.2875 -2.9248
H -0.3918 -0.4660 -3.0613
H 0.6855 0.2554 -1.7881
*
```

Values from the calculation:
**M**: 236.90 g mol⁻¹
**F_max**: 0.1098 Eh/bohr
**Expectation value of S²**: 1.774
**E**: -18446.379 eV